# 1
This record from the OMol25 dataset describes 10 unconnected molecules or ions with the total composition C35H67NO13S in a non-equilibrium geometry. The level of theory is wB97M-V/def2-TZVPD.

Positions of all 117 atoms, in Å:
O  5.63270  1.47099  0.41523
C  4.38372  1.64525  1.22847
C  4.38903  3.22083  1.75386
O  3.34535  4.05456  1.12029
C  2.01598  3.81329  1.73988
C  0.95642  3.41225  0.55034
C  0.59473  1.68264  0.81505
C  -1.09207  1.31875  0.88088
O  -0.07003  1.33648  2.17628
O  4.41174  0.69741  2.35145
C  3.57510  -0.48907  2.11186
N  4.17981  -1.50218  1.14771
C  3.59977  -1.37286  -0.12087
S  3.38245  -0.65132  -1.68392
H  5.61082  0.55246  0.01864
H  3.50055  1.41764  0.46653
H  4.24366  3.18409  2.91879
H  5.43888  3.69438  1.52788
H  2.10013  2.96572  2.57257
H  1.59598  4.76490  2.29429
H  -0.10755  3.88794  0.65504
H  1.39891  3.41619  -0.53214
H  1.35334  0.85136  0.25660
H  -0.84850  0.46894  0.07452
H  -1.64054  0.56478  1.55659
H  3.50377  -1.05553  3.16080
H  2.46168  -0.19090  1.85174
C  3.50812  1.39818  -4.72484
C  3.06703  2.80896  -4.43999
C  3.11758  3.79456  -5.57674
O  2.68023  3.14347  -3.32142
H  3.41809  0.79866  -3.81273
H  2.87133  0.95854  -5.49664
H  4.55309  1.39304  -5.04504
H  2.46338  3.46167  -6.38642
H  4.14514  3.89627  -5.93482
H  2.77059  4.77205  -5.22507
C  2.00429  -4.39489  -0.64457
C  0.70367  -5.11660  -0.87596
C  0.56759  -6.50209  -0.30320
O  -0.21259  -4.59428  -1.50871
H  1.95942  -3.40654  -1.11426
H  2.17158  -4.26532  0.42767
H  2.82667  -4.95815  -1.09282
H  0.67085  -6.46634  0.78420
H  1.32588  -7.15925  -0.73631
H  -0.42277  -6.90034  -0.54841
C  -6.31856  1.44554  0.57203
C  -4.94360  1.81171  1.06337
C  -4.83832  2.94223  2.05180
O  -3.94461  1.21030  0.67219
H  -6.24130  0.61336  -0.13577
H  -6.94246  1.13262  1.41305
H  -6.76987  2.29927  0.06021
H  -5.39624  2.69594  2.95870
H  -5.22357  3.86265  1.60589
H  -3.78687  3.09493  2.31765
C  8.10237  0.07463  -3.64313
C  6.80175  -0.64707  -3.87452
C  6.66567  -2.03256  -3.30176
O  5.88549  -0.12475  -4.50727
H  8.05750  1.06299  -4.11282
H  8.26966  0.20420  -2.57089
H  8.92475  -0.48862  -4.09138
H  6.76893  -1.99682  -2.21436
H  7.42396  -2.68972  -3.73487
H  5.67531  -2.43082  -3.54697
C  -4.39968  6.86604  4.01874
C  -5.62298  6.02010  4.25096
C  -6.89609  6.72984  4.62730
O  -5.58375  4.79604  4.13756
H  -3.55617  6.21944  3.75442
H  -4.57950  7.56084  3.19449
H  -4.14819  7.41387  4.93041
H  -7.18708  7.41851  3.83016
H  -6.75585  7.27151  5.56612
H  -7.69530  5.99347  4.76352
C  -3.29344  -8.32559  0.55180
C  -2.21106  -9.32304  0.23631
C  -2.62142  -10.59807  -0.45076
O  -1.03654  -9.10461  0.52872
H  -2.85111  -7.45450  1.04680
H  -3.77534  -7.99569  -0.37200
H  -4.02803  -8.77481  1.22492
H  -3.07333  -10.36937  -1.41920
H  -3.32598  -11.14858  0.17771
H  -1.73674  -11.22240  -0.61539
C  -10.87332  0.80991  3.15329
C  -9.49836  1.17609  3.64462
C  -9.39308  2.30660  4.63306
O  -8.49937  0.57468  3.25344
H  -10.79606  -0.02227  2.44549
H  -11.49722  0.49699  3.99430
H  -11.32462  1.66365  2.64146
H  -9.95100  2.06032  5.53995
H  -9.77833  3.22703  4.18714
H  -8.34163  2.45931  4.89891
C  -2.38566  2.77076  -3.17010
C  -1.50161  3.89232  -2.69411
C  -0.60632  4.54917  -3.71055
O  -1.51047  4.25791  -1.51981
H  -2.97614  2.39216  -2.32898
H  -3.06901  3.13760  -3.94012
H  -1.77271  1.95528  -3.56226
H  -1.21041  4.99523  -4.50458
H  0.08597  3.81297  -4.12672
H  -0.02583  5.34084  -3.22492
C  5.83625  -4.47082  0.01243
C  6.95654  -5.02921  -0.82372
C  7.93950  -5.94483  -0.14430
O  7.06459  -4.74809  -2.01620
H  5.20525  -3.82708  -0.60959
H  5.22393  -5.28635  0.40543
H  6.24564  -3.87356  0.83108
H  7.42086  -6.82599  0.24166
H  8.44266  -5.41323  0.66728
H  8.69260  -6.27096  -0.86958

Cartesian forces, eV/Å:
-1.8 -0.9 0.9
0.8 0.3 -1.6
0.3 -0.5 0.5
0.0 -1.7 2.0
-0.7 -0.2 -0.2
-0.6 -3.1 1.1
-2.3 2.0 2.4
2.4 -2.1 -0.5
3.9 -0.3 -4.9
-1.6 -0.7 -2.0
-1.3 0.1 2.5
-4.2 1.3 -7.4
3.7 2.6 3.1
0.4 -2.8 4.8
-0.2 1.5 0.7
1.5 0.6 2.0
0.2 0.1 -2.2
-2.2 -1.0 0.2
-0.3 1.7 -1.9
1.2 -1.6 -1.2
2.3 -0.8 -0.3
-0.8 0.4 2.2
-2.4 2.1 1.7
0.1 0.0 1.6
-0.8 2.0 -1.1
0.4 1.4 -2.3
2.4 -0.5 0.2
-0.2 0.2 0.3
-0.5 0.1 1.4
-0.2 0.4 0.3
0.4 -0.3 -1.2
0.1 0.2 -0.3
0.2 0.0 -0.1
-0.3 -0.1 -0.1
0.2 0.0 -0.1
-0.1 -0.1 -0.2
0.1 -0.2 -0.1
-0.1 0.4 -0.2
-1.3 0.6 -0.8
-0.5 0.1 -0.3
1.2 -0.6 0.8
0.0 -0.2 0.1
0.2 -0.2 0.0
0.0 0.0 0.2
0.2 -0.1 -0.1
0.0 0.0 0.2
0.3 0.1 0.1
0.1 -0.4 -0.3
1.3 -0.6 -0.5
0.5 -0.3 0.0
-1.5 0.6 0.4
0.0 0.2 0.1
-0.1 0.2 0.0
-0.1 0.0 0.2
-0.1 0.2 -0.2
-0.2 -0.1 0.2
-0.2 0.0 -0.1
-0.1 0.4 -0.3
-1.0 0.4 -0.6
-0.4 0.1 -0.3
1.3 -0.8 0.7
0.0 -0.2 0.1
0.1 -0.2 -0.1
0.0 0.0 0.2
0.2 -0.1 -0.1
0.0 0.0 0.3
0.2 0.1 0.1
0.3 -0.4 -0.1
0.1 -1.6 -0.1
-0.3 -0.4 0.0
-0.1 1.7 0.3
-0.2 0.1 0.1
0.0 0.1 0.2
-0.1 0.2 -0.1
0.1 0.1 0.2
0.0 0.2 -0.2
0.2 0.1 0.0
0.3 0.3 0.2
1.5 0.3 0.4
0.5 -0.2 0.0
-1.5 -0.3 -0.3
-0.1 -0.2 -0.1
-0.1 -0.1 0.1
-0.1 0.0 -0.2
-0.2 -0.1 0.1
-0.1 0.1 -0.2
-0.2 0.2 0.1
0.1 -0.4 -0.3
1.3 -0.8 -0.5
0.5 0.0 0.1
-1.3 0.8 0.5
0.0 0.2 0.2
-0.1 0.2 -0.1
-0.1 0.0 0.2
-0.1 0.2 -0.1
-0.2 -0.1 0.1
-0.2 0.0 -0.1
-0.2 -0.1 0.5
0.0 0.5 1.6
0.2 0.3 0.3
0.0 -0.4 -1.6
0.2 0.1 -0.1
0.2 -0.1 -0.1
-0.1 0.1 -0.2
0.1 -0.2 -0.1
-0.1 0.1 -0.1
-0.1 -0.2 -0.1
-0.1 0.2 -0.4
0.1 0.3 -1.5
0.3 -0.1 -0.4
-0.1 -0.4 1.5
0.1 -0.1 0.1
0.1 0.1 0.2
-0.1 -0.2 0.1
0.1 0.1 0.2
-0.1 -0.2 0.1
-0.2 0.1 0.1

Results
Multiplicity: 1
Structure (SMILES): O[C@H](COCC[C@@H]1CO1)OCN=C=S.CC(C)=O.CC(C)=O.CC(C)=O.CC(C)=O.CC(C)=O.CC(C)=O.CC(C)=O.CC(C)=O.CC(C)=O
F_max in eV/A: 8.64
Calculated total energy in eV: -76310.60034
LUMO level in eV: -1.0
Gap between HOMO and LUMO in eV: 6.4097

Atom charges from the Löwdin analysis, given in e for atoms 1 to 6: O -0.080; C -0.273; C -0.099; O -0.200; C -0.184; C -0.056


# 2
This record from the OMol25 dataset describes 4 unconnected molecules or ions with the total composition C35H70BN4O13PS2Si in a non-equilibrium geometry. The level of theory is wB97M-V/def2-TZVPD.

Positions of all 127 atoms, in Å:
C  2.21513  0.16057  -2.73554
B  2.66917  -1.33026  -2.23803
O  4.06516  -1.42929  -1.68090
C  1.69790  -2.72675  -2.41485
C  2.59129  -3.41715  -3.60235
C  1.97202  -4.53089  -4.57557
C  1.12080  -3.80002  -5.81789
C  2.02911  -3.69793  -7.21458
N  2.59263  -2.28924  -7.44240
C  1.49571  -1.46576  -8.09075
N  0.87089  -0.37316  -7.48959
N  1.05945  -1.80570  -9.50200
O  0.55103  -2.15595  -3.02760
S  -0.93776  -2.91051  -3.03031
O  -0.80369  -4.49674  -3.05805
O  -1.69140  -2.65689  -1.54220
C  -0.87148  -2.24715  -0.39401
C  -2.11049  -2.25889  0.75671
C  -2.15056  -1.37531  2.13144
C  -3.38197  -1.39678  3.23296
C  -4.71189  -2.34095  3.01676
C  -4.75218  -3.20484  1.62113
C  -3.50797  -3.16116  0.53819
N  -0.51466  -0.85637  -0.59779
C  0.29299  -0.02632  0.26583
C  -0.39236  1.41316  0.79724
O  1.56544  -0.12195  0.70561
C  -1.45349  0.02293  -1.37006
C  -3.01792  0.38778  -1.07248
O  -0.95659  0.56482  -2.51887
C  0.23807  -3.40532  -0.09194
S  0.73345  -3.08117  1.74280
P  -0.69050  -5.05683  0.09269
O  -1.33931  -5.28614  1.55608
C  1.63856  -3.38740  -0.93276
Si  2.75091  -5.00044  -0.71402
C  2.24650  -6.47545  -1.82911
C  4.66592  -4.57626  -0.89269
C  2.68185  -5.77517  1.07194
H  1.76968  0.86328  -1.91465
H  3.21158  0.70201  -3.11104
H  1.49518  0.17998  -3.67587
H  4.23373  -0.60796  -1.11915
H  2.73246  -2.51096  -4.38544
H  3.73406  -3.61693  -3.31603
H  2.88943  -5.05252  -5.13778
H  1.32668  -5.38732  -4.16028
H  0.20033  -4.48395  -6.05158
H  0.81178  -2.69634  -5.56997
H  1.32466  -4.03157  -8.08832
H  2.95291  -4.41563  -7.21876
H  2.93894  -1.86736  -6.55308
H  0.16053  -0.00507  -8.16399
H  1.14845  -0.99256  -10.15822
H  0.04598  -2.10105  -9.40831
H  -1.24898  -0.69099  2.42266
H  -3.33060  -0.74549  4.23095
H  -5.57204  -2.37180  3.84182
H  -5.69347  -3.89540  1.41108
H  -3.67145  -3.86654  -0.41152
H  -1.51064  1.28714  1.11434
H  -0.22494  2.26641  -0.02126
H  0.17752  1.82060  1.76451
H  -3.26886  1.45924  -1.49206
H  -3.71856  -0.36326  -1.66900
H  -3.25809  0.40466  0.07179
H  0.84559  -4.26396  2.45650
H  -1.88317  -5.11337  -0.77218
H  0.00801  -6.26764  -0.18752
H  2.30831  -2.65947  -0.24143
H  2.25893  -7.51538  -1.25699
H  2.88163  -6.58060  -2.83063
H  1.13116  -6.28233  -2.18430
H  5.26519  -5.38037  -0.24366
H  4.91941  -3.53788  -0.40922
H  5.05618  -4.71724  -1.98902
H  3.51886  -6.59520  1.15931
H  2.89248  -4.99536  1.92829
H  1.62778  -6.28708  1.29737
C  2.10672  4.61688  3.95258
O  1.97952  3.21723  3.72161
C  3.00457  2.71493  2.86029
C  4.09716  1.99308  3.65648
O  4.82562  2.90644  4.48418
C  4.41166  2.84581  5.84538
H  1.44749  4.88946  4.78030
H  3.13066  4.89521  4.21624
H  1.79594  5.16350  3.05997
H  3.43066  3.51823  2.24739
H  2.53128  1.99657  2.18568
H  4.81482  1.55912  2.95432
H  3.67440  1.17658  4.25423
H  4.79922  1.93206  6.30838
H  3.32256  2.87805  5.94413
H  4.83625  3.70790  6.37082
C  -8.21710  3.02232  5.30984
O  -7.21602  2.95638  6.32080
C  -6.80927  1.61287  6.59362
C  -5.46860  1.28995  5.92500
O  -5.58902  1.28011  4.49834
C  -5.09125  2.47688  3.90853
H  -8.31683  4.06331  4.99297
H  -7.95673  2.41599  4.43805
H  -9.17164  2.68572  5.71933
H  -7.58314  0.89874  6.28761
H  -6.68865  1.52941  7.67696
H  -5.15987  0.28431  6.22462
H  -4.68934  1.99159  6.24618
H  -3.99634  2.47317  3.93462
H  -5.47088  3.37060  4.41258
H  -5.41320  2.50211  2.86199
C  0.00842  5.71549  -0.30408
O  1.11628  6.37642  0.29953
C  1.90926  7.08665  -0.65529
C  1.61271  8.58977  -0.61796
O  0.28304  8.86798  -1.07023
C  -0.61180  9.11384  0.00991
H  -0.67038  5.39026  0.48805
H  -0.53891  6.37464  -0.98333
H  0.36043  4.83726  -0.84899
H  1.76415  6.68237  -1.66424
H  2.95585  6.92994  -0.38100
H  2.29485  9.09953  -1.30442
H  1.77708  8.99871  0.38626
H  -0.41951  10.10714  0.42935
H  -0.52414  8.35683  0.79489
H  -1.63440  9.09477  -0.38186

Cartesian forces, eV/Å:
0.5 1.1 -1.3
1.7 0.7 0.9
-3.3 1.0 0.2
4.1 0.9 0.1
0.7 0.9 -1.4
0.4 -0.1 -2.0
0.7 -0.7 -0.4
-0.2 -0.7 0.5
-3.3 0.6 -1.4
-1.7 4.0 1.5
2.6 -4.6 -2.0
-0.3 -0.5 1.6
-2.8 -1.6 0.9
0.6 -4.8 -0.9
0.2 5.6 0.4
2.3 0.9 -0.1
-3.3 -1.5 1.7
-4.5 -0.3 3.6
-2.4 -1.8 -0.3
-0.7 -2.4 -2.9
3.7 0.4 -3.2
3.0 2.2 1.1
-0.2 1.3 2.7
1.1 2.2 0.7
4.8 2.5 3.1
0.5 0.4 0.0
-7.2 -1.0 -3.1
0.7 3.2 -6.9
-0.1 0.0 0.2
-2.8 -3.5 7.6
0.9 0.2 0.7
0.5 0.2 -0.1
-4.9 -1.4 4.4
2.6 0.8 -4.2
0.5 1.3 1.0
1.2 -0.8 0.6
-1.0 -1.1 -1.6
0.9 -0.5 0.5
-0.4 -0.3 1.5
0.7 -1.5 -1.5
-2.0 -1.1 0.9
1.3 -0.1 2.2
-0.3 -1.4 -1.4
-0.3 -1.7 1.8
-2.8 0.2 -0.1
-1.9 1.0 1.4
1.1 1.7 -0.2
1.6 1.5 0.5
0.3 -2.2 -0.3
1.6 1.0 1.4
-1.8 1.2 0.2
-0.9 -0.3 -1.0
1.0 -0.4 0.5
-0.2 -1.0 1.3
1.7 0.7 -0.5
-1.8 -1.5 -0.7
0.1 -1.5 -2.6
2.1 0.1 -2.2
2.4 1.6 0.4
0.6 1.9 2.3
2.0 0.3 -1.0
-0.6 -2.0 1.6
-1.0 -1.3 -2.2
1.0 -2.2 0.7
1.7 1.4 1.5
0.4 -0.5 -2.2
-0.6 0.5 -1.2
1.7 0.3 0.2
0.4 1.0 -0.5
-1.6 -1.4 -1.6
0.1 2.2 -1.1
-1.3 0.2 2.2
2.2 -0.6 0.6
-1.4 1.6 -1.4
-0.4 -1.9 -1.3
-0.6 0.7 2.1
-1.7 1.5 -0.3
-0.4 -1.6 -1.7
2.3 1.0 -0.3
-0.2 -0.1 0.0
0.4 0.2 -0.1
-0.1 -0.4 0.4
0.1 0.6 -0.2
-0.5 -0.2 0.2
0.2 0.1 -0.1
0.0 -0.1 -0.1
0.0 -0.1 0.0
0.0 0.2 -0.1
0.0 0.0 0.2
0.1 -0.1 0.0
0.0 0.0 0.0
-0.1 0.1 -0.1
-0.1 0.0 0.1
0.1 0.0 0.0
0.0 -0.1 -0.2
0.1 0.1 0.1
-0.1 -0.4 -0.3
0.4 0.4 0.0
-0.5 -0.2 -0.3
0.1 0.4 0.3
-0.1 -0.2 -0.2
0.1 -0.1 0.1
0.0 0.0 0.1
-0.1 0.0 -0.1
0.1 0.1 -0.1
0.0 0.0 0.0
0.0 0.0 0.1
-0.2 0.0 0.0
0.0 0.1 0.0
0.0 -0.1 0.0
0.0 -0.1 0.2
0.1 0.1 0.2
-0.2 0.1 -0.4
-0.1 0.3 0.5
-0.3 -0.3 -0.5
0.2 -0.2 0.5
-0.1 0.1 -0.2
0.2 0.0 0.0
0.1 0.0 0.0
-0.1 -0.1 -0.1
-0.1 0.1 0.1
0.0 0.0 0.0
0.0 0.0 0.0
0.0 -0.1 -0.1
0.0 0.0 0.1
0.0 0.0 0.0
0.2 0.0 0.0

Results
Energy above the lowest of the compared OMol25 structures with the same formula, charge and spin in eV: 9.9097
Multiplicity: 1
F_max in eV/A: 8.81
Calculated total energy in eV: -109499.14101
LUMO level in eV: -0.7
Gap between HOMO and LUMO in eV: 7.8182

Atom charges from the Löwdin analysis, given in e for atoms 1 to 6: C -0.029; B -0.323; O 0.002; C -0.364; C -0.118; C -0.190